<A>
Density functional theory data (ωB97M-V/def2-TZVPD) for 19 unconnected molecules or ions with the total composition H39O19.

Last column: Mulliken charge in e.
Cartesian coordinates (Å):
O  -3.96465  1.36604  -0.51808  -0.5663
H  -0.04566  0.71199  2.90801  0.3303
H  -4.83441  0.98182  -0.52960  0.3231
O  -1.10006  -3.57172  1.11737  -0.5913
H  -1.27480  -3.09033  2.01152  0.2851
H  -1.74203  -4.23622  1.21650  0.2870
O  3.50046  0.37442  -1.55091  -0.4755
H  3.02594  -0.46024  1.14197  0.1553
H  3.59562  1.02097  -2.31084  0.4529
O  -2.39154  -1.00806  1.76496  -0.5435
H  -2.83336  -1.14818  2.54799  0.2583
H  1.99807  3.57649  -0.80468  0.2986
O  3.88233  -3.09422  1.15808  -0.6553
H  4.44338  -2.36962  0.95427  0.3333
H  2.93621  -2.93896  0.70056  0.3735
O  1.36339  -1.59211  0.16667  -0.4853
H  0.79015  -2.20332  -0.05205  0.1720
H  1.79774  -1.24162  -0.67604  0.3635
O  -1.77054  3.98084  1.34674  -0.7208
H  -0.29374  -0.52705  2.32196  0.1918
H  -2.47424  3.34312  1.66275  0.4844
O  0.40301  -0.21448  2.93031  -0.6159
H  -1.83516  4.03258  0.39011  0.2757
O  -1.69694  -3.60250  -1.86034  -0.5419
H  -1.07161  -4.30729  -2.23496  0.3122
H  -1.48078  -3.69677  -0.93211  0.2976
O  -4.16233  -1.31658  -0.68371  -0.6369
H  -3.68056  -1.99070  -1.19399  0.3308
H  -1.26491  -1.26551  -3.64328  0.2568
O  -0.39095  1.70424  -0.61148  -0.5313
H  3.30469  1.13135  -0.83920  0.5016
H  -1.29102  1.38064  -0.37479  0.1963
O  2.71368  2.93543  -1.18080  -0.7104
H  3.48459  3.16045  -0.47775  0.3483
H  -0.21706  2.49210  0.13327  0.2792
O  3.91239  -0.22303  0.81415  -0.6514
H  -3.47826  -0.66977  -0.62460  0.2570
H  -3.90681  1.95344  -1.37356  0.2750
O  2.85705  -0.96636  3.22285  -0.7083
H  1.91062  -0.70352  3.29938  0.4243
H  -2.97959  -1.07095  0.84340  0.3405
O  2.24162  2.29181  1.84119  -0.5301
H  2.23835  1.43796  1.81881  0.3227
H  2.49394  -0.02726  -1.88439  0.4301
O  -3.49719  2.27019  1.94123  -0.6781
H  0.64228  0.38154  -1.84387  0.3370
H  -4.11393  2.92095  1.67688  0.3321
O  1.18072  -0.32592  -2.19646  -0.7496
H  -3.71436  1.36622  1.58069  0.3134
H  0.77570  -0.31269  -3.18707  0.4535
O  -0.37709  -1.17740  -3.91055  -0.5853
H  -0.09436  -1.84021  -4.58901  0.2901
H  2.03443  2.79437  2.58318  0.2696
O  -0.96788  2.09640  -3.20741  -0.5854
H  -0.81002  2.41788  -2.39071  0.4063
H  -1.12819  1.15397  -2.93763  0.2023
H  4.43211  -0.20575  1.76248  0.4509
H  2.92556  -1.87880  2.76260  0.3506

Output
Net charge: +1
Gap between HOMO and LUMO in eV: 9.60
HOMO energy in eV: -12.8
Lowest unoccupied orbital energy in eV: -3.201

<B>
Density functional theory data (ωB97M-V/def2-TZVPD) for 19 unconnected molecules or ions with the total composition H39O19.

Last column: Mulliken charge in e.
Cartesian coordinates (Å):
O  0.89146  4.59284  -0.54984  -0.5484
H  -4.78878  -0.31738  1.24598  0.2351
H  1.75240  4.79672  -0.91980  0.2865
O  1.31876  -0.73914  -3.05632  -0.7763
H  1.27141  0.18400  -2.74591  0.3918
H  4.02543  -2.27444  1.51402  0.3490
O  -2.78914  -3.09583  0.49484  -0.5865
H  0.11849  0.78282  -1.04820  0.5601
H  -3.20454  0.17441  1.18099  0.3922
O  -0.53949  -1.13763  -1.11276  -0.2825
H  0.08061  -0.89250  -0.41229  -0.1221
H  -3.47512  -3.72080  0.26344  0.2510
O  1.13918  -0.64003  0.99025  -0.3477
H  0.91558  -0.69470  1.92424  0.3246
H  2.10034  -0.69330  0.92778  -0.0892
O  -3.08470  -0.05424  -1.58799  -0.6992
H  -1.88470  3.17192  -2.55679  0.2760
H  -2.89586  0.88272  -1.55890  0.2236
O  -1.20701  -0.70622  -3.57912  -0.4251
H  2.48688  0.76830  4.16136  0.3221
H  -0.19428  -0.55542  -3.22436  0.5325
O  -3.90599  -0.43835  0.89410  -0.5970
H  -1.33523  -1.66845  -3.62253  0.4803
O  4.08235  -0.46207  -1.12856  -0.5821
H  4.70110  -1.19644  -1.22323  0.2739
H  4.11502  -0.05944  -2.00400  0.2606
O  -0.12548  -3.42349  0.14585  -0.7572
H  1.27896  -1.32221  -2.26228  0.5580
H  -1.44125  -1.18490  -0.77515  0.2057
O  2.87809  -0.09029  4.11220  -0.6359
H  -3.10072  -2.24041  0.80841  0.3234
H  3.27468  -0.61702  3.43274  0.3206
O  0.66793  1.54627  -1.25344  -0.6750
H  0.11533  2.32260  -1.05699  0.3595
H  -0.87025  -3.35259  0.75893  0.3518
O  1.02834  2.07609  1.38043  -0.5916
H  -0.68673  -3.59667  -0.62035  0.2507
H  -3.68629  -0.41405  -0.90539  0.3273
O  4.42061  -1.50089  1.08770  -0.6253
H  3.62608  -1.18278  0.64375  0.2742
H  1.07071  2.53529  0.53725  0.4247
O  2.01872  -2.90856  -1.41431  -0.6817
H  1.30479  -3.08843  -0.76963  0.4831
H  -1.84116  -0.51747  -2.84380  0.4237
O  -0.44373  4.08702  2.31519  -0.5660
H  -0.89608  0.59552  1.28885  0.2102
H  0.25035  4.05310  1.66480  0.2674
O  -1.60188  0.93156  0.72826  -0.4565
H  0.59360  5.23567  0.09502  0.2924
H  -1.61489  1.83791  1.07149  0.2435
O  -0.97982  3.35738  -2.29304  -0.5526
H  -0.99441  4.32353  -2.30148  0.2751
H  2.87401  -3.07216  -1.02303  0.2985
O  -2.11282  -1.84970  3.24633  -0.5004
H  -2.77549  -1.40916  3.79309  0.2632
H  -1.59136  -2.25396  3.93635  0.2733
H  0.97315  1.10984  1.29336  0.2244
H  -1.30715  4.00561  1.91252  0.2884

Output
Net charge: +1
Gap between HOMO and LUMO in eV: 10.41
HOMO energy in eV: -13.3
Lowest unoccupied orbital energy in eV: -2.872

What should be chosen as the most stable of them? Choose <B>.